Entry 1:
88
Properties=species:S:1:pos:R:3:lowdin_spin:R:1 method="wB97M-V/def2-TZVPD" s_squared=8.803 spin_multiplicity=6 homo_lumo_gap_ha="0.096 / 0.145" total_charge=-1 homo_ev="-0.59 / -1.94"
Fe 2.838 1.611 0.381 2.93
Cl 3.133 3.424 -0.789 0.06
P -0.380 0.324 -2.327 0.03
O 0.118 0.359 1.746 0.00
O 2.208 1.074 2.115 0.02
O -1.423 0.247 3.757 0.00
C 1.397 -4.485 -0.217 0.54
C -0.328 0.203 4.548 0.00
C 0.747 -3.525 0.573 0.17
C 0.660 -0.022 6.734 0.00
C -1.576 -0.356 -0.930 0.15
C -0.199 -1.916 -4.054 0.02
C -1.176 -0.403 -6.402 0.00
C -0.835 -0.523 -3.898 0.00
C 1.932 0.220 6.196 0.00
C 3.583 -0.620 -0.913 0.01
C -2.504 2.041 -2.743 0.00
C -1.675 -2.466 1.171 0.02
C -2.684 -2.330 -0.018 0.09
C -2.438 -1.352 -1.087 0.56
C 4.330 -0.521 -2.247 0.00
C -0.714 -1.858 -6.564 0.00
C -0.790 -2.661 -5.260 0.01
C -0.469 -0.053 5.915 0.00
C 0.963 0.357 3.975 0.00
C 1.482 0.437 -2.079 0.00
C -0.833 4.500 -2.607 0.00
C -0.572 0.300 -5.178 0.00
C -0.631 -3.588 1.257 0.04
C 1.093 0.609 2.518 0.00
C -0.207 3.127 -2.912 0.00
C 3.777 0.600 -3.128 0.00
C -3.153 3.395 -2.431 0.00
C 2.089 0.397 4.810 0.00
C 2.047 -0.599 -1.088 0.01
C 2.274 0.440 -3.397 0.00
C -1.047 2.023 -2.265 0.00
C -2.329 4.580 -2.951 0.00
H -1.049 0.311 2.820 0.00
H 2.818 0.243 6.827 0.00
H -3.268 3.493 -1.338 0.00
H -0.361 -3.593 2.320 0.00
H 1.979 -4.159 -1.133 0.09
H 0.551 -0.201 7.801 0.00
H 2.118 -0.498 -3.946 0.00
H -0.970 1.319 -5.093 0.00
H 5.402 -0.352 -2.049 0.00
H -1.028 2.208 -1.177 0.00
H -0.761 -0.504 -0.208 0.01
H 1.137 -2.505 0.464 0.00
H -0.348 -2.533 -3.157 0.02
H 0.334 -1.864 -6.911 0.00
H -1.305 -2.358 -7.337 0.00
H -2.313 -2.663 2.060 0.00
H -3.609 -2.023 0.501 0.04
H -2.230 0.450 -0.508 0.05
H -3.088 1.242 -2.269 0.00
H 3.964 0.159 -0.208 0.00
H -1.212 -1.533 1.412 0.00
H -1.844 -2.889 -5.036 0.00
H -2.930 -1.585 -2.060 0.03
H 4.316 0.630 -4.095 0.00
H -1.101 -4.569 1.113 0.00
H -2.536 1.866 -3.831 0.00
H -2.443 4.647 -4.044 0.00
H 3.834 -1.588 -0.447 0.00
H -4.153 3.417 -2.867 0.00
H -2.871 -3.321 -0.466 0.02
H -0.277 -3.620 -5.369 0.01
H 1.339 -4.225 1.276 0.06
H -0.944 0.173 -7.302 0.00
H -0.286 5.271 -3.152 0.00
H 1.582 -0.464 -0.089 0.00
H -1.929 -0.674 -3.807 0.00
H -0.705 4.694 -1.528 0.00
H 4.259 -1.474 -2.777 0.00
H 1.616 1.454 -1.644 -0.01
H -2.272 -0.388 -6.293 0.00
H 1.765 -1.600 -1.446 0.01
H 1.942 1.263 -4.054 0.00
H -0.141 2.974 -4.001 0.00
H -1.459 -0.293 6.311 0.00
H 3.053 0.534 4.346 0.00
H -2.746 5.507 -2.547 0.00
H 0.823 3.115 -2.522 0.00
H 3.943 1.564 -2.641 0.00
H 0.519 0.400 -5.327 0.00
H 0.885 -1.815 -4.212 0.00

Entry 2:
85
Properties=species:S:1:pos:R:3:lowdin_spin:R:1 method="wB97M-V/def2-TZVPD" s_squared=0.758 spin_multiplicity=2 homo_lumo_gap_ha="0.189 / 0.186" total_charge=+1 homo_ev="-8.85 / -8.78"
Ti -0.457 1.799 0.277 0.40
P 0.698 0.699 2.896 0.00
P -1.778 -3.159 -0.601 0.00
C 0.682 -2.508 0.515 0.00
C -2.336 2.618 2.382 0.03
C 1.496 -4.416 1.821 0.00
C 1.944 -0.616 3.104 0.00
C 0.328 1.234 -2.616 0.00
C 2.442 -5.417 2.020 0.00
C -1.149 3.159 1.603 0.07
C -0.579 0.071 4.046 0.00
C -2.721 -3.901 0.731 0.00
C 2.820 0.501 0.052 0.00
C -1.057 -4.468 -1.601 0.00
C 3.036 -3.261 0.322 0.00
C -2.866 -2.199 -1.642 0.00
C -0.063 3.773 -2.663 0.00
C 1.966 3.564 -0.151 0.00
C -2.032 0.609 0.796 0.14
C 1.370 2.443 -0.926 0.00
C 1.753 -3.357 0.911 0.00
C 1.472 2.067 3.846 0.00
C -0.453 0.889 -3.828 0.00
C -2.080 1.008 -0.574 0.13
C 3.982 -4.261 0.542 0.00
C -2.629 3.534 -0.469 0.03
C 1.800 1.062 -0.857 0.01
C 1.602 -1.001 -2.361 0.00
C 3.681 -5.351 1.369 0.00
C -0.473 -2.202 0.114 0.00
C -2.898 1.274 1.843 0.03
C -2.955 2.132 -1.063 0.04
C -1.306 3.630 0.261 0.07
C 1.225 0.370 -1.953 0.00
C 0.408 2.527 -2.013 0.00
H -0.665 4.458 -0.055 0.00
H -1.710 -0.417 1.002 0.01
H -3.697 -2.836 -1.977 0.00
H 3.253 -2.418 -0.339 0.00
H -3.436 -3.165 1.119 0.00
H 1.626 3.595 0.899 0.00
H -3.036 0.583 2.688 0.00
H -3.163 3.349 2.388 0.01
H -1.117 -0.752 3.559 0.00
H 4.955 -4.190 0.053 0.00
H 3.755 0.262 -0.482 0.00
H -3.913 1.449 1.448 0.01
H 1.490 1.841 4.922 0.00
H 1.261 -1.242 -3.374 0.00
H -0.142 -4.833 -1.122 0.00
H -1.772 -5.295 -1.699 0.00
H 2.207 -6.250 2.683 0.00
H -1.302 0.851 4.311 0.00
H -4.015 1.909 -0.847 0.01
H 2.453 -0.438 0.487 0.00
H 3.059 3.449 -0.117 0.00
H -3.467 3.840 0.182 0.00
H 0.527 -4.446 2.325 0.00
H -0.363 3.610 2.218 0.00
H -2.631 4.264 -1.294 0.00
H 0.919 2.999 3.679 0.00
H 2.004 -0.926 4.156 0.00
H -2.033 -4.192 1.533 0.00
H 0.538 3.970 -3.567 0.00
H 2.501 2.206 3.487 0.00
H 1.735 4.534 -0.607 0.00
H 1.166 -1.728 -1.668 0.00
H 2.929 -0.269 2.770 0.00
H -2.317 -1.840 -2.523 0.00
H -3.256 -4.786 0.365 0.00
H 2.692 -1.140 -2.328 0.00
H -1.336 1.531 -3.937 0.00
H 1.656 -1.479 2.495 0.00
H 0.034 4.650 -2.015 0.00
H 0.156 1.005 -4.738 0.00
H -0.794 -0.155 -3.796 0.00
H -2.058 2.501 3.439 0.00
H -2.897 2.183 -2.162 0.00
H 4.415 -6.146 1.512 0.00
H 3.067 1.193 0.865 0.00
H -0.808 -4.081 -2.598 0.00
H -1.110 3.700 -2.990 0.00
H -3.267 -1.339 -1.092 0.00
H -1.819 0.253 -1.319 0.00
H -0.100 -0.307 4.960 0.00

Entry 3:
94
Properties=species:S:1:pos:R:3:lowdin_charge:R:1 method="wB97M-V/def2-TZVPD" homo_lumo_gap_ha=0.260 homo_ev=-7.11
La 1.191 -0.850 -1.071 1.69
S 1.471 -3.774 -1.631 0.43
P 1.846 1.523 1.263 1.11
P -2.562 -1.814 -0.146 1.15
O 3.355 -0.414 -0.901 -0.40
N -2.084 0.717 -1.028 -0.07
N -0.573 2.078 -0.030 -0.06
N 0.620 -4.445 -4.062 0.05
N 2.382 -1.506 -3.252 -0.18
N 1.714 -2.455 -4.007 -0.04
C -4.032 -1.501 1.015 -0.69
C 4.418 -0.151 -1.616 -0.36
C -4.353 -3.868 -1.288 -0.10
C -2.815 -0.468 -1.449 -0.28
C -2.902 -3.438 -1.081 -0.70
C 4.505 -0.380 -3.017 -0.15
C -2.710 1.925 -0.767 -0.21
C 5.571 0.364 -0.983 -0.04
C 0.523 2.703 0.675 -0.32
C -3.698 -0.203 1.766 -0.09
C -4.337 3.668 -0.641 -0.10
C -1.774 2.768 -0.137 -0.18
C 5.680 -0.035 -3.702 -0.05
C 1.988 -0.348 3.273 -0.10
C 1.286 -3.481 -3.346 -0.94
C 2.786 4.097 2.288 -0.08
C 4.317 2.104 2.370 -0.10
C 1.159 0.899 2.925 -0.69
C 6.766 0.514 -3.064 -0.10
C 1.192 1.877 4.097 -0.09
C -2.251 -3.338 -2.460 -0.12
C -2.121 4.056 0.243 -0.02
C -3.997 2.375 -1.024 -0.03
C -4.045 -2.638 2.045 -0.11
C -5.414 -1.346 0.385 -0.08
C -2.189 -4.511 -0.243 -0.12
C 6.709 0.697 -1.681 -0.08
C -3.414 4.498 -0.017 -0.11
C 3.199 2.804 1.587 -0.69
C -0.293 0.462 2.709 -0.12
C 3.512 -1.141 -3.733 -0.08
C 3.740 3.158 0.191 -0.10
B -0.679 0.767 -0.647 -0.62
H -2.115 -4.336 -2.874 0.08
H -1.408 4.718 0.719 0.10
H 0.622 2.782 3.880 0.08
H 7.662 0.765 -3.616 0.10
H -5.337 4.034 -0.840 0.10
H 7.564 1.094 -1.148 0.10
H -0.383 -0.246 1.880 0.04
H -2.875 -2.765 -3.149 0.08
H 3.028 -0.097 3.484 0.07
H -1.115 -4.347 -0.235 0.03
H 0.128 3.261 1.530 0.09
H 4.041 1.919 3.407 0.06
H 2.488 3.940 3.321 0.06
H 0.735 1.398 4.968 0.09
H -3.049 -2.778 2.473 0.08
H 5.217 2.725 2.368 0.09
H -4.870 -4.046 -0.346 0.06
H -5.748 -2.241 -0.133 0.05
H 4.641 3.768 0.294 0.09
H -2.551 -4.513 0.788 0.06
H 5.727 -0.232 -4.768 0.11
H -3.868 -0.228 -1.578 0.07
H -5.453 -0.507 -0.311 0.07
H -3.692 0.664 1.109 0.07
H 2.208 2.155 4.373 0.06
H -0.651 -0.034 3.617 0.09
H 4.564 1.147 1.908 0.06
H 0.626 -5.362 -3.653 0.07
H 1.977 -1.065 2.448 0.07
H -4.369 -3.584 1.613 0.06
H -0.947 1.311 2.507 0.08
H -4.456 -0.029 2.536 0.09
H 1.977 4.604 1.762 0.07
H -4.353 -4.810 -1.844 0.09
H 5.529 0.477 0.091 0.09
H -3.703 5.502 0.264 0.10
H -2.435 -0.827 -2.404 0.07
H 1.029 3.420 0.021 0.09
H -2.368 -5.504 -0.667 0.09
H -4.915 -3.139 -1.874 0.08
H 0.753 -4.401 -5.062 0.09
H -4.731 -2.389 2.859 0.09
H -4.730 1.748 -1.517 0.10
H 3.021 3.731 -0.396 0.07
H 4.005 2.263 -0.371 0.05
H 3.794 -1.536 -4.710 0.13
H -1.261 -2.879 -2.416 0.03
H 3.647 4.772 2.293 0.09
H -2.726 -0.274 2.257 0.05
H 1.571 -0.843 4.155 0.09
H -6.135 -1.135 1.181 0.09